# 1
{
  "formula": "C44H43As2ClF6N5O9PbS3Si",
  "method": "wB97M-V/def2-TZVPD",
  "elements": ["Pb", "As", "As", "Cl", "S", "S", "S", "Si", "F", "F", "F", "F", "F", "F", "O", "O", "O", "O", "O", "O", "O", "O", "O", "N", "N", "N", "N", "N", "C", "C", "C", "C", "C", "C", "C", "C", "C", "C", "C", "C", "C", "C", "C", "C", "C", "C", "C", "C", "C", "C", "C", "C", "C", "C", "C", "C", "C", "C", "C", "C", "C", "C", "C", "C", "C", "C", "C", "C", "C", "C", "C", "C", "H", "H", "H", "H", "H", "H", "H", "H", "H", "H", "H", "H", "H", "H", "H", "H", "H", "H", "H", "H", "H", "H", "H", "H", "H", "H", "H", "H", "H", "H", "H", "H", "H", "H", "H", "H", "H", "H", "H", "H", "H", "H", "H"],
  "positions_angstrom": [[0.91499, -0.29403, 0.10238], [0.45184, 1.10914, -3.07008], [-0.96702, -1.62257, -2.10020], [5.14613, 4.14040, -2.40851], [1.75961, -3.04212, -0.27769], [4.64450, 1.25172, 2.17012], [3.18825, -0.71206, 3.34161], [-2.29532, -0.31973, 1.71947], [1.36554, -1.48308, 5.09752], [5.51340, -1.04874, 1.14211], [1.93457, 0.58987, 5.32736], [7.05039, -0.00875, 2.24413], [3.23854, -0.96192, 6.01873], [6.46256, 0.69205, 0.29478], [2.06146, -0.51442, 2.45530], [3.73952, -2.03135, 3.33197], [3.44789, 6.30001, -1.40649], [5.30622, 2.46892, 2.49251], [3.67080, 1.24766, 1.12413], [0.21707, 1.95075, 0.67363], [0.62807, 4.07060, 1.13544], [-1.06126, -1.06790, 1.06388], [1.88290, 6.03382, 0.12650], [0.90862, -3.08494, 2.25731], [0.05712, -4.65674, 0.99930], [2.38325, 1.89356, -1.02727], [3.48921, 2.13610, -1.73178], [4.22759, 0.44299, 3.45841], [-3.39799, 3.62948, -0.56839], [-3.85090, -1.45780, 1.65453], [4.91222, 1.24406, -3.50271], [1.50796, -0.21307, -4.10855], [5.60941, 0.17217, -4.03309], [-0.10968, -3.65902, 3.10613], [2.39223, -0.61952, 5.04557], [-3.83094, 3.45139, 0.73443], [-3.10183, -0.88891, -4.03304], [-0.99874, 0.81873, 3.99945], [-1.89263, 1.45278, -4.83393], [4.17008, -0.16381, -1.69441], [0.97636, 2.65854, -4.21332], [6.00351, 0.15838, 1.43546], [4.84278, -1.23344, -2.24971], [-2.81141, 1.26647, 0.80958], [-2.39219, 1.46614, -0.49663], [0.87303, -3.58326, 1.03001], [1.96963, 3.03133, -0.50228], [-3.70417, -0.09289, -4.99536], [4.20534, 1.08004, -2.31491], [-3.10388, 1.08835, -5.39232], [-0.52135, -3.15003, -3.31346], [2.74621, 5.57050, -0.73982], [-2.54657, -2.45880, -1.28980], [-3.22235, 0.06622, 4.41770], [-1.88101, -0.53686, -3.47287], [5.57629, -1.06599, -3.41330], [-2.00653, 1.18705, 6.14747], [-5.04970, -3.43891, 2.38531], [-6.04313, -1.98627, 0.76714], [-6.10220, -3.13570, 1.53841], [-3.15877, 0.55857, 5.70802], [-2.66265, 2.63172, -1.18514], [2.82318, 4.09109, -0.91089], [-3.53859, 2.28354, 1.41509], [-3.94411, -2.60647, 2.43363], [-1.26195, 0.64163, -3.90091], [0.84244, 3.02089, 0.51157], [-2.14408, 0.17530, 3.54481], [-0.75475, -4.72878, 2.19967], [-0.93481, 1.33213, 5.28288], [3.78472, 3.45842, -1.68393], [-4.93193, -1.16233, 0.82943], [-0.81806, -2.88341, 3.40314], [-3.86977, 2.16478, 2.43681], [-3.00657, -3.21637, -1.92552], [2.51621, 0.16591, -4.25764], [1.35822, 5.28625, 0.59851], [1.34558, -2.19885, 2.47365], [-3.62813, 4.54491, -1.09652], [4.80021, -2.18923, -1.75434], [0.85889, 2.44918, -5.27793], [-4.64803, -0.38793, -5.43312], [-6.96125, -3.79259, 1.48008], [-1.43004, 2.38525, -5.12884], [-5.09806, -4.32341, 3.01001], [2.02684, 2.87536, -4.01679], [-4.90014, -0.26359, 0.22773], [3.64450, -0.26000, -0.76039], [-0.16027, 0.92993, 3.32748], [0.04086, -3.89402, -2.74927], [0.10032, -2.80743, -4.13861], [-4.01264, 0.46994, 6.36719], [-1.94727, 1.57283, 7.15681], [-0.70254, -5.73068, 2.63500], [-1.42557, -3.60456, -3.71840], [-1.80683, 0.68972, -0.97680], [-3.13939, -2.84096, 3.11737], [1.58089, -1.15347, -3.56210], [0.34625, -4.08365, 4.00387], [0.40151, 3.54724, -3.94720], [-3.57203, 1.71881, -6.13585], [1.05517, -0.39651, -5.08424], [-6.87062, -1.73323, 0.11674], [-4.38060, 4.24313, 1.22312], [-1.79980, -4.49066, 1.97382], [6.17792, 0.30934, -4.94221], [-4.13475, -0.40774, 4.08089], [-0.05211, 1.86052, 5.60752], [-2.25968, -2.90727, -0.34205], [4.92377, 2.19296, -4.01610], [-3.59671, -1.80026, -3.71551], [-2.27969, 2.76290, -2.19355], [-3.26413, -1.67469, -1.06143], [6.11916, -1.89811, -3.83521], [-0.23464, -5.06266, 0.12775]],
  "mulliken_charge": [1.391, 1.670, 1.330, -0.186, -0.483, 0.903, 1.046, -1.501, -0.200, -0.192, -0.210, -0.260, -0.245, -0.243, -0.106, -0.737, -0.655, -0.745, -0.560, 0.148, -0.978, 1.141, -0.590, 0.517, -0.183, 0.577, 1.015, -0.627, -0.743, 0.697, -0.812, -1.246, -0.894, -0.069, 0.525, -0.841, -0.688, -0.105, -0.670, 1.370, -1.419, 0.698, -1.257, 0.406, 0.958, 0.235, 0.046, -0.833, -0.088, -0.832, -1.442, 0.433, -1.185, -0.446, -0.308, -0.753, -0.738, -0.898, -0.853, -0.691, -0.840, -0.447, -0.491, -0.484, -0.086, 0.090, -0.190, 1.112, -0.444, -0.871, 0.227, -0.444, -0.340, 0.386, 0.749, 0.450, 0.471, -0.729, 0.368, 0.468, 0.471, 0.396, 0.366, 0.374, 0.408, 0.209, 0.491, -0.054, 0.494, 0.403, 0.401, 0.404, 0.371, 0.315, 0.421, -0.903, 0.662, -0.018, 0.572, 0.410, 0.412, 0.545, 0.421, 0.370, 0.201, 0.362, 0.389, 0.524, -0.069, 0.405, 0.346, 0.334, 0.269, 0.439, 0.310],
  "max_force_ev_per_a": 1.9,
  "homo_ev": -6.1,
  "spin_multiplicity": 1,
  "charge": -1
}

=====

# 2
{
  "formula": "C44H43BrGeN2O2PtSeTe",
  "method": "wB97M-V/def2-TZVPD",
  "elements": ["Pt", "Te", "Br", "Se", "Ge", "O", "O", "N", "N", "C", "C", "C", "C", "C", "C", "C", "C", "C", "C", "C", "C", "C", "C", "C", "C", "C", "C", "C", "C", "C", "C", "C", "C", "C", "C", "C", "C", "C", "C", "C", "C", "C", "C", "C", "C", "C", "C", "C", "C", "C", "C", "C", "C", "H", "H", "H", "H", "H", "H", "H", "H", "H", "H", "H", "H", "H", "H", "H", "H", "H", "H", "H", "H", "H", "H", "H", "H", "H", "H", "H", "H", "H", "H", "H", "H", "H", "H", "H", "H", "H", "H", "H", "H", "H", "H", "H"],
  "positions_angstrom": [[-0.93647, -0.81482, -0.93322], [-2.49305, 3.19930, 3.60991], [-1.77161, -1.46426, 6.75069], [-0.23105, -3.07642, -1.39869], [-3.92152, -1.26032, -2.26145], [3.42214, -1.64461, -2.46701], [1.11537, -0.56050, -1.25501], [-1.16781, 1.17988, -0.74661], [-0.00529, -0.87169, 2.16460], [0.89049, 2.51745, 3.43559], [5.89507, -2.26093, -1.42215], [5.13559, -1.20312, -0.92554], [-1.57583, -0.65084, 4.99462], [3.42366, 2.85540, -1.12858], [2.05252, 2.93498, -0.97592], [-1.35147, 1.34067, 3.59037], [-0.24316, 2.07848, -0.82915], [7.47191, -2.02442, 0.37653], [-3.35914, 0.44781, 0.02801], [-5.83523, -0.73869, -2.11943], [2.02775, 0.36960, 2.14227], [-1.42449, 0.66337, 4.93007], [0.68947, 0.30094, 2.53327], [-1.56281, 5.44799, -1.92880], [-0.65991, 3.52226, -0.79512], [-2.29098, -4.42789, 0.18467], [-2.95397, -0.90156, -0.59320], [4.27242, 4.10466, -1.10580], [-1.67368, -1.60256, 3.89940], [-2.98167, -5.54758, 0.62389], [-1.42510, 6.20078, -0.76845], [-2.72728, -6.79600, 0.07064], [0.09876, 1.41092, 3.16541], [-2.58366, 1.57786, -0.61404], [5.54717, -0.58615, 0.25130], [-3.17353, -0.31261, -3.82293], [3.20293, 0.45470, -1.37048], [2.22369, 2.57976, 3.05102], [2.78700, 1.50241, 2.38808], [1.19675, 1.82678, -0.99081], [3.85234, -0.85340, -1.65659], [-0.90821, 5.61091, 0.37565], [-1.77630, -6.90538, -0.93760], [3.97966, 1.59795, -1.31904], [-1.01639, -1.61149, 2.72350], [-1.32251, -4.52714, -0.81619], [1.77436, 0.52661, -1.21970], [-1.08609, -5.78597, -1.37701], [-0.51953, 4.28003, 0.36029], [7.05573, -2.66449, -0.78568], [6.70779, -0.99115, 0.89676], [-1.18761, 4.11386, -1.93882], [-3.95646, -3.17258, -2.71238], [5.05144, 1.51115, -1.47389], [-3.23773, -1.69692, 0.10443], [-1.57223, -7.87170, -1.38596], [-3.43698, -0.82160, -4.75261], [7.63469, -3.48778, -1.18656], [4.05168, 4.75227, -1.95873], [-2.98057, 1.76198, -1.62039], [4.08922, 4.68679, -0.19963], [-4.31478, -3.76621, -1.87043], [2.80504, 3.47533, 3.23761], [-1.29432, 3.52650, -2.84425], [-6.38058, -1.06958, -3.00655], [-0.34350, -5.87117, -2.16198], [-1.31702, 1.27317, 5.81753], [-0.82071, 6.17804, 1.29321], [0.42009, 3.36057, 3.92915], [-3.52449, 0.72049, -3.88042], [-4.61346, -3.35199, -3.56769], [-1.96598, 5.90135, -2.82667], [5.54095, -2.75744, -2.31645], [-1.29485, -2.41026, 2.04441], [-4.42813, 0.66456, -0.08390], [7.00700, -0.50422, 1.81683], [-2.95332, -3.51881, -2.96113], [-3.26022, -7.67330, 0.41753], [-3.15521, 0.44256, 1.10242], [4.94433, 0.20282, 0.67716], [0.36289, -1.31561, 1.33315], [1.62705, 3.91870, -0.82742], [-1.86417, 0.70370, 2.87373], [-6.28691, -1.20998, -1.24376], [-2.37662, -2.41443, 4.03958], [3.81414, 1.54889, 2.04973], [-0.11962, 3.81547, 1.25218], [-5.95939, 0.34188, -2.02395], [-1.72808, 7.24089, -0.75596], [-3.72427, -5.44782, 1.40766], [8.37874, -2.33755, 0.87952], [2.46885, -0.47741, 1.62658], [-2.08741, -0.30766, -3.72133], [5.33418, 3.85563, -1.14016], [-2.50114, -3.45625, 0.61263], [-2.68936, 2.49620, -0.03635]],
  "mulliken_charge": [1.210, -0.493, -0.304, -0.286, 0.615, -0.679, -1.939, -0.391, 0.216, -0.193, -0.635, 0.071, 0.110, -0.161, -0.640, 0.241, 1.223, -0.340, -1.306, -1.475, -1.057, -0.395, 0.194, -0.858, -1.290, 0.502, 0.622, -1.816, -0.511, -0.754, -0.436, -0.430, 1.291, -0.136, 0.566, -1.218, 0.723, -0.962, -0.457, 1.184, -0.545, -1.038, -0.534, -0.286, -0.428, 0.427, 0.043, -0.586, 0.485, -0.598, -0.828, -0.025, -1.278, 0.402, 0.335, 0.347, 0.475, 0.375, 0.335, 0.075, 0.351, 0.313, 0.395, 0.521, 0.397, 0.342, 0.363, 0.445, 0.340, 0.329, 0.431, 0.371, 0.484, 0.155, 0.501, 0.402, 0.342, 0.349, -0.155, 0.240, 0.191, 0.502, -1.009, 0.378, 0.472, 0.346, 0.639, 0.403, 0.335, 0.368, 0.370, 0.533, 0.265, 0.388, -0.314, 0.458],
  "max_force_ev_per_a": 0.4,
  "homo_ev": -1.4,
  "spin_multiplicity": 1,
  "charge": -2
}